Here is a 2-piece molecular cluster, C2HIN2O2 overall in a non-equilibrium geometry from OMol25. Energies are from the ωB97M-V functional and the def2-TZVPD basis.

Positions of all 8 atoms, in Å:
C1 0.176 -1.165 0.960
C2 -0.184 -0.207 -0.062
N1 0.486 -1.956 1.714
N2 0.155 1.152 -0.097
O1 1.185 1.478 0.511
O2 -0.697 1.958 -0.545
I1 -1.997 -0.652 -0.914
H1 0.876 -0.608 -1.567

Properties
Kohn-Sham gap (alpha / beta): 0.2763 / 0.2830 Ha
LUMO energy (alpha / beta): -2.865 / -2.561 eV
charge: 0
energy above the lowest of the compared OMol25 structures with the same formula, charge and spin: 119.2 kcal/mol
HOMO (alpha / beta): -10.38 / -10.26 eV

Mulliken population analysis, charges in e, atoms 1 to 2: C 0.221; C -0.361